DFT (ωB97M-V with the def2-TZVPD basis set) results for 11 unconnected molecules or ions with the total composition C47H90BClNO13.

The geometry in ORCA input format:
```
! wB97M-V def2-TZVPD RIJCOSX def2/J DEFGRID3
* xyz -1 1
Cl -2.00849 -0.71448 4.10186
O 4.13230 -3.06483 -3.12231
O -1.97721 1.56461 2.77606
O 3.80071 5.73177 4.49207
O 3.61898 0.92233 -0.43245
O 0.20747 4.89427 1.07363
O 0.06768 2.19231 8.93278
O -4.66269 -7.51672 -4.22446
O -2.19999 -5.79482 -7.89969
O -2.29458 6.10913 5.63356
O 4.22637 2.17007 1.47991
O -1.99978 8.61899 -2.15248
O -4.72926 -3.99966 -0.17836
O 1.74608 -5.85724 -1.17791
N -0.25335 3.54635 -1.44265
C 0.49208 5.84948 1.76934
C 0.09274 -5.26561 -8.23360
C -1.85924 0.32411 2.57515
C 6.09159 6.33007 4.27725
C 1.61378 3.74316 9.85581
C 4.88263 5.47589 3.99599
C -1.78339 -4.33763 -9.73022
C -0.57809 6.71085 2.38132
C -2.23853 -2.29318 -0.47835
C -3.99499 -8.12564 -5.03901
C 3.63509 1.19978 0.96044
C -3.63898 -0.04561 -0.71509
C -1.37539 -5.19030 -8.55840
C 1.39931 -1.47833 -0.72010
C -3.00397 -9.17518 -4.60912
C -3.92308 4.40021 5.92750
C -2.51702 4.92248 5.80191
C -5.16488 -5.29876 -2.11918
C -0.92280 8.15099 -2.47308
C 0.33180 -2.51523 -1.30171
C 3.82306 -6.86319 -0.61384
C -5.06864 -6.31355 0.24404
C -1.56149 -0.25618 1.12717
C 2.77604 -4.95689 0.76348
C -0.09728 8.77184 -3.57021
C -4.96513 -5.09810 -0.64082
C 1.22286 2.56302 9.00565
C 5.06582 4.29589 3.07947
C 2.31882 1.86025 8.24930
C -4.12593 -7.86009 -6.51400
C 1.88295 -0.35600 -1.75660
C 5.28156 -2.68204 -3.02233
C 1.66231 0.78810 2.56792
C -1.39729 3.92149 5.89201
C -0.36299 6.93161 -1.79183
C -3.52066 1.53773 -0.46260
C -4.97362 -0.94251 2.07287
C -1.57499 3.39812 -0.69118
C 5.63840 -1.48834 -2.17692
C 2.82055 0.22594 1.95168
C -2.33663 2.16792 -1.37344
C -3.92931 -1.65455 1.44134
C 6.40486 -3.38444 -3.73984
C 2.69054 -5.88933 -0.41599
C 2.25721 1.02503 -0.98046
C 1.92512 6.21410 2.05239
C -1.12670 -1.88802 -1.56320
B -2.83865 -0.98676 0.37229
H -3.83787 -2.78238 1.65488
H -3.17142 -7.51625 -6.91431
H -6.06558 -6.75166 0.15891
H 0.86577 9.09780 -3.17149
H 0.73490 -2.84985 -2.33044
H -1.31941 -4.71501 -10.64401
H 6.46649 6.76127 3.34661
H 1.11492 -0.06922 -2.54713
H 0.85553 0.05807 2.89079
H -0.44071 4.43815 5.78437
H 0.63995 -5.68422 -9.08109
H 3.11589 -0.85828 2.13806
H 6.89288 -2.69461 -4.43169
H -5.19522 0.16465 1.96572
H 6.86811 5.72914 4.75527
H 4.73399 -1.08240 -1.72150
H -4.49336 2.00874 -0.87819
H 0.05193 8.05068 -4.37650
H -0.49788 6.68141 3.47038
H 4.11660 3.77366 2.96742
H -1.86232 -3.10514 0.24055
H 5.79686 3.60530 3.50519
H -4.75969 -0.30403 -0.61223
H 2.80752 -5.53271 1.69125
H 5.81233 7.14232 4.95186
H 1.89397 -4.31339 0.78048
H -1.56231 1.32671 -1.49166
H 2.84452 -0.69993 -2.25530
H -3.46923 1.84775 0.63043
H -4.62661 5.23138 5.84348
H 4.75912 -6.31991 -0.76084
H 6.00116 -4.22426 -4.30934
H 2.05775 4.52078 9.23059
H -2.86836 -4.37731 -9.84609
H 2.11675 6.16574 3.12614
H 0.72432 4.14976 10.34126
H -3.01585 -9.25997 -3.52053
H 2.79399 2.55451 7.55280
H -1.99903 -8.88959 -4.92699
H 5.39541 4.63685 2.09591
H 1.50006 1.28863 -0.17074
H 6.09214 -0.71464 -2.80018
H -0.14156 2.79252 -2.13227
H -0.48255 7.73787 2.02131
H -0.75181 -1.06750 1.25680
H -0.62287 9.64147 -3.97081
H -5.68689 -1.56117 2.73369
H 1.89189 1.03158 7.68080
H -2.20384 4.34482 -0.72464
H 6.32628 -1.78902 -1.38342
H 2.33695 -2.08739 -0.44150
H -4.90251 -6.01989 1.28271
H 0.47177 -4.27014 -7.99328
H -1.06681 0.58426 0.53075
H -1.48609 -2.31207 -2.57581
H 0.48067 3.37357 -0.73733
H -4.12677 3.68626 5.12653
H 3.90119 -7.52371 0.25255
H 2.28670 1.91293 -1.71201
H -4.41024 -5.98429 -2.50624
H -4.44815 -8.76862 -7.02845
H -0.22576 6.12844 -2.51850
H 2.13438 7.21810 1.67572
H 2.32058 3.42826 10.62664
H 0.58851 7.17659 -1.31400
H 3.66589 -4.32913 0.67742
H -4.05729 3.92447 6.90128
H -6.16579 -5.69182 -2.30977
H -1.29869 3.06340 0.36958
H -1.48762 -3.30098 -9.55625
H 3.62752 -7.47009 -1.50023
H -1.55920 6.32863 2.09221
H -4.30862 -7.04527 -0.03894
H -2.71844 2.38298 -2.43703
H -4.87395 -7.08167 -6.67637
H -5.06195 -4.33948 -2.63092
H 2.58540 5.50551 1.54684
H -3.15011 -2.72924 -1.03060
H -3.36517 -0.23139 -1.80917
H 1.54567 1.91138 2.68271
H -3.27625 -10.14170 -5.03879
H -1.41957 3.42498 6.86491
H 7.12702 -3.76730 -3.01546
H -1.06173 6.59219 -1.02509
H -0.98960 -0.76734 -1.72003
H -1.49095 3.18601 5.08870
H 0.23901 -5.91398 -7.36751
H 3.05699 1.46177 8.94881
H 0.21236 -3.45615 -0.65801
H 1.07028 -0.94185 0.22767
*
```

* highest occupied orbital energy: -4.74 eV
* E: -3362.5986 a.u.
* frontier orbital gap: 6.6095 eV

Here are the Löwdin charges for atoms 1 to 6, given in e: 0.528, 0.067, -0.085, 0.041, -0.076, 0.047

=====

DFT (ωB97M-V with the def2-TZVPD basis set) results for 7 unconnected molecules or ions with the total composition C47H91N3O9PS.

The geometry in ORCA input format:
```
! wB97M-V def2-TZVPD RIJCOSX def2/J DEFGRID3
* xyz 1 1
S -0.10958 -2.59486 -0.47815
P -1.62568 -1.83426 -1.44899
O -5.84493 -3.93540 7.05468
O -2.23496 -0.10249 0.45772
O 2.82752 3.75212 -0.63350
O 4.02053 -3.72894 -0.93103
O -9.30458 -4.97005 4.65079
O 1.94934 4.14755 -2.64292
O -1.59999 -4.25021 2.98355
O 4.80971 7.27617 -1.76055
O 6.36891 4.52567 -2.88321
N -0.58122 1.80494 -0.36459
N -5.85805 -0.79024 -1.24750
N -1.52632 4.53541 1.81936
C -5.34952 -4.31619 5.76947
C 8.17279 3.28826 -3.92044
C -0.62577 -5.06896 3.63693
C -3.59806 0.05407 -1.42312
C -2.03780 1.77923 -3.95422
C 3.58605 -6.03207 -0.32853
C -2.43356 1.52541 -6.74039
C 6.38423 9.11354 -1.71871
C -6.17773 -3.66007 4.67557
C 0.03952 0.47591 -2.34168
C 3.58655 1.21817 1.46309
C -10.80338 -6.75301 5.30902
C 2.18134 1.88065 -1.93389
C 0.28283 -5.70127 2.59728
C -4.59839 -0.63309 -0.46743
C 3.58907 4.98117 -0.65952
C -1.84151 2.07437 -2.48351
C -9.68319 -5.81817 5.73810
C -3.87571 -3.96176 5.64523
C -1.87349 2.86932 -4.82135
C -10.08417 -4.97898 6.94066
C -1.52655 2.84397 0.19336
C 4.75613 0.45875 1.41215
C 0.16249 -4.24503 4.64301
C -2.40504 0.57002 -4.53200
C 4.95749 8.67674 -2.01200
C 1.02182 1.52096 -2.89281
C 5.30903 -5.43866 -2.06201
C 4.69881 -0.93206 1.45102
C 2.30193 -0.79441 1.61229
C 7.25134 3.41141 -2.71828
C -1.12858 0.12972 1.31264
C 2.30736 3.37667 -1.80389
C 3.46159 -1.56113 1.55594
C -1.15586 1.03811 -1.55799
C 4.72665 4.84895 0.33604
C 1.07830 1.42335 1.57366
C 2.33942 0.59833 1.54711
C 4.62660 -5.01453 -0.77125
C -1.31116 3.31527 1.60697
C -2.95352 -0.93823 -6.45513
C -2.11710 -0.07445 -0.95256
C -2.07416 2.74529 -6.18595
C 4.56072 8.99497 -3.44485
C 6.44394 2.13930 -2.50238
C 0.00459 0.84233 0.62123
C -2.59367 0.41717 -5.90509
H -3.91725 1.08819 -1.41918
H -0.99408 2.66828 2.41359
H 4.02826 5.19365 -1.61745
H 6.65360 8.87765 -0.68866
H -2.53037 -0.30622 -3.91486
H 2.80304 -6.13021 -1.08549
H -5.83709 -3.96590 3.68431
H 0.53576 0.05171 0.09897
H 7.08520 8.58534 -2.37059
H 4.27382 9.17640 -1.32448
H 7.83963 3.62769 -1.82616
H -1.40172 4.76593 2.80242
H -1.12658 -3.56210 2.50276
H -4.83961 0.01701 0.36197
H 3.12894 1.50552 -2.30401
H 5.33874 5.74029 0.26852
H -1.20239 2.95390 -2.45153
H -9.26763 -4.31758 7.23225
H 7.59175 3.11659 -4.83080
H -0.30087 -6.27833 1.87979
H -1.48556 0.68523 2.17637
H -2.53681 2.45972 0.11484
H -0.50739 -3.79277 5.37522
H 5.40814 6.80371 -2.35363
H -2.78464 2.44003 -2.09069
H 0.20650 2.34334 -0.73169
H 5.70028 0.97900 1.35227
H 0.61363 -0.23927 -1.75535
H -0.76230 -0.81917 1.69372
H -3.74860 -0.43049 -2.38045
H 2.99715 5.81998 -0.31603
H 3.39519 -2.63483 1.57760
H -6.10585 -2.56931 4.74521
H 0.80410 -4.91743 2.03832
H 5.78540 2.24297 -1.63647
H 1.47704 1.07748 -3.77239
H 8.87335 2.46185 -3.79852
H -10.34457 -5.60725 7.79314
H -3.73282 -2.88108 5.74381
H 8.74086 4.20734 -4.06301
H 4.63558 10.06352 -3.64874
H 6.51010 10.18548 -1.87391
H 5.61865 -1.49281 1.40677
H 5.82983 4.36311 -3.66575
H 1.30789 2.45326 1.30513
H -1.59788 3.83542 -4.42235
H -3.29843 -4.43943 6.43911
H -2.04347 -1.49610 -6.66176
H -1.96417 3.60060 -6.83286
H 6.05051 -4.69862 -2.36423
H 1.02782 -6.35838 3.04805
H 0.67644 1.38901 2.58548
H 0.57033 2.44033 -3.24588
H -4.25456 -1.60886 -0.13667
H 3.65195 2.29368 1.43148
H -1.49417 -1.87897 -2.84596
H 0.89390 -4.85708 5.17187
H -2.59851 1.41168 -7.79993
H -3.49850 -0.82034 -7.38467
H -11.08393 -7.43099 6.11580
H -10.49858 -7.34596 4.44624
H 5.21054 8.46383 -4.14588
H -1.42453 3.73147 -0.41470
H -0.31016 -0.11039 -3.17968
H -7.22838 -3.92823 4.78132
H -2.75770 -2.62839 -1.22834
H 3.10664 -5.71314 0.59818
H 4.35887 4.73427 1.34985
H -5.46796 -5.39901 5.71392
H 5.37499 -4.89377 0.01326
H -11.68770 -6.17957 5.01766
H 5.81476 1.93768 -3.37546
H 3.53667 8.67425 -3.63899
H -6.53149 -1.25257 -0.64402
H 4.03394 -7.01319 -0.16780
H 4.57718 -5.52015 -2.87042
H -3.47032 -4.27474 4.68243
H 5.80572 -6.40282 -1.94988
H 3.35100 -3.80434 -1.61947
H -10.07072 -4.43894 4.40910
H -10.94733 -4.35274 6.69718
H -5.75416 -2.98009 7.13096
H -3.53862 -1.49760 -5.73389
H 5.35547 4.00608 0.05522
H -8.79432 -6.40095 5.98227
H -1.18579 -5.84359 4.16185
H 1.35978 -1.32354 1.68004
H 7.09317 1.27835 -2.34167
H 0.69432 -3.43309 4.13638
H 2.00689 1.47188 -0.94225
H -5.67911 -1.47702 -1.97554
*
```

* highest occupied orbital energy: -11.19 eV
* E: -3426.1443 a.u.
* frontier orbital gap: 9.3625 eV
* energy relative to the best compared isomer or geometry (same formula, charge and spin): 0.00 kcal/mol

Here are the Löwdin charges for atoms 1 to 6, given in e: 0.263, 0.531, -0.056, -0.117, -0.011, -0.073

=====

DFT (ωB97M-V with the def2-TZVPD basis set) results for 7 unconnected molecules or ions with the total composition C47H92BN8O3.

The geometry in ORCA input format:
```
! wB97M-V def2-TZVPD RIJCOSX def2/J DEFGRID3
* xyz 7 1
O 3.74189 -0.35619 -3.72516
O -5.25821 -4.64404 2.92737
O 1.18354 -2.93285 6.59591
N 2.69468 -5.08075 7.61476
N 10.50471 0.46686 -2.97074
N -4.65159 -5.20183 -0.02834
N 5.14045 -3.16408 -0.10734
N 6.16301 0.02644 -6.47687
N -10.13186 2.28417 2.63072
N 1.29081 4.70677 0.14037
N -7.72254 0.88325 -3.91533
C 11.70323 1.07612 -3.47608
C 1.75053 5.97049 -2.18732
C -0.17377 4.36016 -0.15683
C 5.39533 1.86458 -4.87410
C -10.77138 2.87589 1.57682
C 8.53913 -0.95314 -1.64331
C 0.26104 -2.00985 5.95074
C 1.49062 3.31965 2.04972
C 10.31651 -0.86289 -3.32806
C -3.39700 -7.24207 0.67847
C 6.85754 -1.49489 0.22614
C -3.67601 5.70942 0.59292
C 0.50165 -4.22282 6.79456
C 9.31827 -1.56651 -2.58359
C 9.79202 1.09228 -1.97766
C 8.76482 0.40531 -1.33746
C -1.27287 5.27816 0.40780
C -8.75841 1.45174 -1.38554
C 2.41584 -0.83768 -3.47941
C -9.09857 1.43100 2.41100
C -4.47503 -6.20889 1.11709
C 1.49780 -5.39420 6.66782
C 7.37382 -1.75377 -1.05523
C 6.74807 -2.79602 -1.81394
C -8.62475 1.17464 1.12332
C -10.37438 2.60874 4.01950
C -9.30949 1.74474 0.03125
C 5.66731 -3.48843 -1.32547
C -9.55842 1.54025 -2.55412
C 4.07906 -0.39355 -5.12404
C -7.22605 0.56477 -5.25720
C -2.63373 4.84201 -0.06946
C 1.65298 4.79983 1.63316
C -4.96230 -3.89529 4.08338
C -7.40127 1.27028 -1.58559
C 2.11381 3.41073 -0.28594
C 3.86893 -3.69231 0.31533
C 5.75527 -2.19831 0.66594
C 2.08882 2.47825 0.97114
C 2.38063 7.08044 -2.83912
C 0.81011 -6.76507 6.95914
C -8.99371 1.18588 -3.81131
C -10.41114 2.61304 0.27880
C 5.47480 0.40505 -5.14550
C -4.19757 -5.55602 2.46814
C 1.86564 6.02452 -0.57818
C -6.91415 0.81303 -2.82651
B -2.29564 -1.31923 -0.28750
H -4.39311 -5.69024 -0.87378
H -1.88830 -0.96142 0.64539
H 2.69590 5.10876 1.70373
H -0.02336 -4.26982 7.74864
H 5.40766 1.96746 -3.78903
H -3.44506 6.77340 0.64494
H -5.89781 0.50654 -3.02529
H -6.91393 1.44032 -5.82648
H -0.29824 3.34453 0.21881
H -2.70820 4.97577 -1.14865
H -7.92064 -0.08191 -5.79335
H -11.05460 3.46031 4.00405
H 3.12293 2.30247 1.26745
H -1.73149 -0.77323 -1.02768
H -2.45740 -6.69902 0.57670
H -3.35390 -1.12890 -0.37742
H -10.99775 2.98288 -0.54915
H -3.31555 -4.93047 2.33089
H -9.60786 1.34410 -4.68549
H 5.50688 0.30860 -7.19099
H -6.32927 -0.04328 -5.13818
H -3.72993 5.32794 1.61256
H 0.59921 -0.97869 6.05298
H 6.46469 -0.93234 -6.57600
H 4.55602 2.40995 -5.30564
H 9.23324 -2.63681 -2.70031
H -1.36403 5.24161 1.49337
H 1.84867 2.95993 -1.24228
H 6.11872 -0.09685 -4.42330
H 2.15851 5.04782 -2.60005
H 3.40776 7.25496 -2.51873
H 6.99884 0.56821 -6.64413
H 1.38507 -7.65921 6.71821
H 1.28506 6.83875 -0.14451
H 9.91249 2.13832 -1.73751
H 3.49630 -5.65374 7.39298
H -3.55754 -7.84790 -0.21332
H -6.70558 1.49294 -0.79007
H -0.03775 -6.87019 6.28224
H -1.00428 6.31981 0.23193
H -0.76159 -1.98138 6.32694
H -4.08991 -3.24960 3.98279
H -5.70804 -3.23437 4.52515
H 8.10150 0.88611 -0.63373
H 2.85997 -4.08863 7.52270
H 0.42352 3.11649 2.13980
H 1.99937 3.03470 2.97063
H 2.34489 6.98299 -3.92416
H 3.07769 3.91809 -0.32619
H -10.89581 1.73486 4.41008
H -11.63008 3.42420 1.93514
H 2.11961 -0.74913 -2.43418
H 1.67785 -0.30048 -4.07512
H 3.97015 -3.92500 1.37538
H -0.22256 -4.26967 5.98128
H -7.86389 0.41829 0.99910
H 0.61686 -6.87988 8.02571
H 2.33272 -1.83548 -3.91022
H 11.64260 2.13323 -3.21733
H 3.29154 0.15050 -5.64551
H 3.14150 -2.90577 0.11460
H -2.09211 -2.37581 -0.36793
H 0.74130 5.88522 -2.59014
H 7.13837 -3.11290 -2.76979
H 1.97985 -5.38213 5.69028
H 2.88635 6.05976 -0.19737
H 11.77144 0.88270 -4.54661
H -10.61591 1.73255 -2.44866
H -2.83028 3.78898 0.13203
H 11.00224 -1.29245 -4.04335
H 7.29425 -0.65738 0.74984
H -9.41338 2.83926 4.47933
H -4.61842 5.51164 0.08219
H -4.69836 -4.57001 4.89775
H -5.61197 -4.95092 -0.21493
H 4.25128 -1.43762 -5.38549
H 6.26775 2.46121 -5.14058
H -4.00396 -6.31472 3.22642
H 0.30758 -2.21533 4.88130
H 2.46307 -5.20151 8.59040
H 12.48222 0.49232 -2.98573
H -5.51576 -6.53235 1.09830
H 5.34698 -1.93284 1.62991
H 3.67538 -4.61356 -0.23417
H 1.69706 7.84889 -2.47812
H 5.04470 -4.11044 -1.95146
H -4.12807 -4.33812 -0.02329
H -0.31287 4.33037 -1.23751
H 1.06941 5.57918 2.12323
H 1.42837 1.62250 0.83114
H -8.65214 1.03130 3.30952
H -3.15758 -7.99677 1.42762
*
```

* highest occupied orbital energy: -18.59 eV
* E: -2531.6652 a.u.
* frontier orbital gap: 3.9284 eV

Here are the Löwdin charges for atoms 1 to 6, given in e: -0.226, -0.182, -0.206, 0.250, -0.092, 0.238

=====

no.,LUMO level (eV)
1,1.9
2,-1.8
3,-14.7